DFT (ωB97M-V/def2-TZVPD) results for a cluster of 2 separate species, H4O2 in total.

```
! wB97M-V def2-TZVPD RIJCOSX def2/J DEFGRID3
* xyz 0 1
H -1.185 -0.709 -0.160
H -2.625 -0.027 0.303
H 1.402 0.857 0.026
H 2.446 -0.197 0.392
O -1.761 0.096 -0.265
O 1.723 -0.021 -0.296
*
```

Its gap between HOMO and LUMO is 12.17 eV. The SMILES is O.O. The energy relative to the best compared isomer or geometry (same formula, charge and spin) comes out at 9.2 kcal/mol. The value obtained for the strongest force on any atom is 3.3 eV Å⁻¹. The lowest unoccupied orbital energy comes out at 0.86 eV.


DFT (ωB97M-V/def2-TZVPD) results for a cluster of 2 separate species, H4O2 in total.

```
! wB97M-V def2-TZVPD RIJCOSX def2/J DEFGRID3
* xyz 0 1
H -1.037 -0.186 -1.505
H -0.561 -1.556 -1.099
H 1.465 0.774 1.361
H -0.030 0.415 0.968
O -0.386 -0.621 -0.939
O 0.549 1.173 1.214
*
```

Its gap between HOMO and LUMO is 11.55 eV. The SMILES is O.O. The energy relative to the best compared isomer or geometry (same formula, charge and spin) comes out at 3.9 kcal/mol. The value obtained for the strongest force on any atom is 2.2 eV Å⁻¹. The lowest unoccupied orbital energy comes out at 0.70 eV.


DFT (ωB97M-V/def2-TZVPD) results for a cluster of 2 separate species, H4O2 in total.

```
! wB97M-V def2-TZVPD RIJCOSX def2/J DEFGRID3
* xyz 0 1
H 0.330 -1.414 0.583
H -0.652 -1.493 -0.732
H 0.864 1.134 0.020
H -0.601 1.037 0.327
O -0.014 -0.959 -0.222
O 0.072 1.695 0.024
*
```

Its gap between HOMO and LUMO is 11.31 eV. The SMILES is O.O. The energy relative to the best compared isomer or geometry (same formula, charge and spin) comes out at 6.5 kcal/mol. The value obtained for the strongest force on any atom is 1.5 eV Å⁻¹. The lowest unoccupied orbital energy comes out at 0.55 eV.